Here is a structure of composition C12H15AsN4O8PtS2 in a non-equilibrium geometry from the Open Molecules 2025 dataset. Energies are from wB97M-V/def2-TZVPD.

Values from the calculation:
- net charge = 0
- E_tot (hartree) = -4438.6434
- multiplicity = 1
- lowest unoccupied orbital energy (spin up / spin down) (eV) = -1.2 / -1.1
- E_HOMO (spin up / spin down) (hartree) = -0.303 / -0.297
- energy above the lowest of the compared OMol25 structures with the same formula, charge and spin (kcal/mol) = 38.97

Geometry (Å):
Pt -0.44852 1.31092 -1.08053
O 3.15956 -0.65136 -1.91035
As 2.69193 0.67633 -0.78944
O 3.99135 1.58010 -0.48770
O 1.49949 1.41865 -1.73411
C 2.27610 -0.54267 0.68638
C 3.14125 -1.63543 0.75572
C 3.04070 -2.54707 1.79419
C 2.07217 -2.38457 2.77614
C 1.22827 -1.28840 2.73140
C 1.34390 -0.36927 1.69630
S 0.26066 1.03769 1.73818
O 0.02172 1.34855 3.11743
O -0.99797 0.54975 1.06932
O 0.87319 2.09426 0.93372
H 3.01622 -0.30466 -2.80035
H 3.90299 -1.74050 -0.00433
H 3.72804 -3.38173 1.84123
H 1.99561 -3.09637 3.58777
H 0.49572 -1.10149 3.50639
C -5.10767 2.96680 -0.52502
O -3.96296 3.82134 -0.38575
C -2.79537 3.26022 -0.69299
O -2.67965 2.08698 -1.01678
N -1.79415 4.16418 -0.63015
N -0.49585 3.78784 -0.93877
H -5.94160 3.51698 -0.10249
H -4.94764 2.03191 0.00729
H -5.28682 2.75412 -1.57800
H -1.99525 5.08591 -0.27678
H 0.12060 3.74796 -0.13077
H -0.09312 4.35853 -1.66853
S -1.04784 -0.49067 -2.54960
C -0.47978 -1.85388 -1.69606
N -0.85499 -2.05851 -0.39793
C -0.54580 -3.19096 0.24915
C 0.19800 -4.14970 -0.37304
C 0.60746 -3.86760 -1.68213
N 0.24615 -2.77954 -2.32385
H -1.22541 -1.25465 0.13188
H -0.92334 -3.28628 1.25565
H 0.47032 -5.06625 0.12411
H 1.24234 -4.55745 -2.22678